Density functional theory data (wB97M-V/def2-TZVPD) for a cluster of 19 separate species, C81H196N4O19 in total in a non-equilibrium geometry.

Gap between HOMO and LUMO   8.2334 eV
Highest occupied orbital energy   -7.8 eV

Last column: Mulliken charge in e.
Geometry (Å):
C  -1.97  -4.91  -0.67  -0.192
C  -1.51  -5.52  0.67  1.316
C  -2.54  -5.34  1.75  -1.462
O  -1.27  -6.88  0.41  -0.741
H  -2.36  -3.90  -0.80  0.039
H  -2.65  -5.58  -1.19  0.144
H  -1.05  -4.83  -1.26  -0.258
H  -0.61  -4.99  1.01  0.118
H  -2.67  -4.32  2.12  -0.082
H  -2.30  -5.87  2.68  0.471
H  -3.54  -5.62  1.44  0.360
H  -0.54  -6.91  -0.21  -0.110
C  2.53  -2.72  -3.95  -1.664
C  2.40  -4.24  -3.62  0.531
C  3.63  -4.73  -2.77  -1.445
O  1.18  -4.61  -3.07  0.334
H  1.68  -2.42  -4.56  0.492
H  3.35  -2.38  -4.59  0.696
H  2.64  -2.07  -3.09  -0.011
H  2.32  -4.61  -4.65  0.388
H  3.32  -5.71  -2.40  0.197
H  3.75  -4.21  -1.82  0.322
H  4.64  -4.66  -3.18  0.488
H  0.43  -4.16  -3.48  -0.594
C  -5.97  2.23  2.67  0.040
C  -7.03  3.31  3.05  0.599
C  -6.63  4.17  4.25  -1.577
O  -7.10  4.30  2.01  -0.595
H  -5.90  1.43  3.41  0.447
H  -4.94  2.55  2.52  -0.299
H  -6.29  1.79  1.73  -0.188
H  -8.01  2.88  3.19  0.301
H  -5.73  4.75  4.05  0.281
H  -6.53  3.53  5.12  0.380
H  -7.44  4.89  4.35  0.408
H  -7.48  3.86  1.25  0.255
C  -3.74  1.88  -6.97  -0.907
C  -2.42  1.74  -7.67  0.519
C  -1.58  3.06  -7.71  -0.984
O  -1.66  0.71  -7.08  -0.456
H  -4.12  0.89  -6.73  0.226
H  -4.43  2.50  -7.53  0.483
H  -3.54  2.48  -6.08  -0.074
H  -2.69  1.51  -8.70  0.360
H  -1.47  3.54  -6.74  0.032
H  -2.01  3.73  -8.45  0.496
H  -0.57  2.83  -8.05  0.196
H  -1.39  1.00  -6.20  0.100
C  -2.40  -2.58  -4.87  -1.309
C  -2.13  -3.89  -4.15  2.736
C  -3.41  -4.74  -3.98  -1.089
O  -1.26  -4.70  -4.93  -0.625
H  -1.54  -1.98  -4.57  0.108
H  -3.30  -2.07  -4.55  0.123
H  -2.30  -2.56  -5.96  0.322
H  -1.81  -3.62  -3.14  -1.223
H  -3.35  -5.42  -3.13  0.142
H  -3.66  -5.34  -4.85  0.475
H  -4.24  -4.05  -3.81  -0.035
H  -1.72  -4.80  -5.76  0.532
C  -0.56  -7.78  -2.80  -1.605
C  0.79  -7.91  -2.05  0.636
C  2.01  -7.93  -2.96  -1.444
O  1.03  -6.88  -1.25  1.110
H  -1.45  -7.92  -2.19  0.344
H  -0.64  -8.54  -3.58  0.541
H  -0.63  -6.82  -3.32  0.248
H  0.79  -8.81  -1.44  0.359
H  1.83  -8.60  -3.80  0.521
H  2.99  -8.16  -2.54  0.351
H  1.97  -6.98  -3.50  0.290
H  1.10  -6.06  -1.75  -0.534
C  3.65  0.36  -7.52  -1.988
C  2.80  0.08  -6.25  0.852
C  3.46  0.16  -4.87  -0.797
O  1.79  1.05  -6.28  -0.267
H  3.24  0.22  -8.52  0.504
H  4.41  -0.40  -7.63  0.472
H  4.28  1.25  -7.55  0.413
H  2.42  -0.91  -6.48  -0.060
H  4.38  -0.42  -4.88  0.383
H  2.86  -0.22  -4.04  -0.146
H  3.70  1.19  -4.59  0.428
H  1.71  1.55  -7.09  0.177
C  -1.94  3.80  -3.34  -1.536
C  -1.27  2.44  -3.44  1.980
C  -2.17  1.21  -3.42  -0.405
O  -0.48  2.41  -4.64  -0.090
H  -2.69  4.05  -4.09  0.247
H  -1.09  4.47  -3.44  0.421
H  -2.38  3.90  -2.34  -0.018
H  -0.54  2.37  -2.63  -0.315
H  -2.83  1.24  -4.28  0.155
H  -2.78  1.12  -2.52  0.421
H  -1.67  0.24  -3.43  -0.501
H  0.01  1.58  -4.67  -0.305
C  0.05  -1.43  -1.31  -1.295
C  0.24  -0.24  -0.38  2.455
C  1.59  0.42  -0.72  -1.799
O  -0.72  0.82  -0.57  0.351
H  -0.93  -1.74  -0.94  -0.002
H  0.75  -2.26  -1.39  0.150
H  -0.17  -1.12  -2.33  -0.060
H  0.21  -0.66  0.63  -0.435
H  2.36  -0.32  -0.50  0.601
H  1.78  1.22  -0.01  0.140
H  1.74  0.88  -1.70  0.116
H  -0.84  1.19  0.31  -0.617
C  2.71  6.86  -4.22  -0.723
C  2.93  5.69  -5.29  -0.029
C  2.36  4.28  -4.95  0.024
O  2.12  6.12  -6.32  -0.601
H  1.65  6.92  -3.94  0.254
H  3.00  7.88  -4.47  0.404
H  3.35  6.66  -3.36  -0.068
H  3.98  5.59  -5.59  0.446
H  2.70  4.01  -3.95  0.159
H  2.68  3.52  -5.66  -0.033
H  1.28  4.27  -5.07  -0.197
H  1.23  6.18  -5.98  0.361
C  -5.26  2.96  -0.66  -0.313
C  -6.64  3.24  -1.42  0.223
C  -6.68  2.55  -2.80  -0.852
O  -7.68  2.57  -0.65  -0.562
H  -5.21  3.50  0.28  0.328
H  -4.45  3.21  -1.34  -0.029
H  -5.25  1.89  -0.42  -0.031
H  -6.79  4.32  -1.52  0.470
H  -5.68  2.61  -3.23  0.094
H  -7.32  3.08  -3.49  0.389
H  -7.02  1.52  -2.69  0.053
H  -8.58  2.82  -0.88  0.268
C  5.71  1.81  -1.33  -1.233
C  6.07  0.31  -1.10  1.135
C  6.38  -0.52  -2.24  -1.109
O  7.09  0.31  -0.05  -0.617
H  4.82  1.93  -1.95  0.262
H  6.54  2.22  -1.90  0.442
H  5.54  2.31  -0.38  0.293
H  5.15  -0.13  -0.70  -0.094
H  7.28  -0.16  -2.74  0.385
H  5.54  -0.59  -2.92  -0.053
H  6.65  -1.52  -1.91  0.344
H  6.91  -0.40  0.57  0.509
C  -1.71  -1.06  2.93  0.264
C  -2.88  -0.68  3.85  1.169
C  -2.67  -1.10  5.26  -1.484
O  -3.13  0.70  3.84  -0.447
H  -1.76  -0.65  1.92  0.084
H  -1.90  -2.12  2.75  0.023
H  -0.67  -0.93  3.22  -0.962
H  -3.80  -1.12  3.47  0.071
H  -2.67  -2.17  5.43  0.369
H  -3.45  -0.72  5.91  0.490
H  -1.76  -0.73  5.73  0.111
H  -4.00  0.90  4.21  0.223
C  6.80  -3.44  3.39  -1.387
C  6.00  -2.60  2.40  0.929
C  4.96  -1.75  3.15  -1.263
O  6.84  -1.60  1.83  -0.635
H  6.17  -4.21  3.83  0.303
H  7.33  -2.93  4.19  0.369
H  7.47  -4.08  2.81  0.448
H  5.44  -3.19  1.68  -0.198
H  4.64  -0.82  2.67  0.301
H  5.08  -1.49  4.20  0.393
H  4.01  -2.28  3.12  0.239
H  7.59  -2.10  1.51  0.347
C  4.03  -6.13  1.56  -1.258
C  3.28  -7.42  1.17  0.657
C  1.77  -7.46  1.57  -1.139
O  3.41  -7.63  -0.19  -0.694
H  3.35  -5.29  1.42  0.223
H  4.95  -5.96  1.01  0.386
H  4.22  -6.08  2.63  0.402
H  3.76  -8.22  1.73  0.204
H  1.73  -7.30  2.65  0.518
H  1.32  -8.37  1.17  0.322
H  1.37  -6.50  1.24  -0.058
H  2.57  -7.55  -0.64  0.240
C  1.80  1.04  3.14  -1.260
C  1.02  2.28  3.57  2.620
C  2.13  3.32  3.66  -2.129
C  1.68  4.78  3.68  -0.830
C  0.91  4.96  2.36  -2.015
C  -0.36  4.03  2.18  2.548
N  0.11  2.67  2.47  0.905
O  -0.95  1.84  2.39  0.662
C  -1.51  4.45  3.12  -2.269
C  -0.89  4.16  0.72  -1.236
C  0.39  2.21  5.01  -1.053
H  2.05  1.04  2.08  -0.382
H  1.01  0.29  3.06  -0.546
H  2.63  0.71  3.76  0.736
H  2.53  3.23  4.67  0.534
H  3.07  3.19  3.13  0.504
H  2.48  5.52  3.68  0.434
H  0.89  4.90  4.43  0.229
H  1.55  4.80  1.50  0.735
H  0.60  6.00  2.27  0.632
H  -1.79  5.45  2.81  0.524
H  -2.46  3.91  3.07  0.295
H  -1.25  4.39  4.18  0.349
H  -0.50  5.06  0.23  0.362
H  -0.76  3.24  0.16  -0.426
H  -1.96  4.34  0.66  0.396
H  0.60  3.12  5.57  0.411
H  0.85  1.37  5.54  0.074
H  -0.65  1.91  4.98  -0.010
H  -1.29  1.73  3.28  -0.525
C  0.78  -3.33  9.54  -1.374
C  2.04  -2.78  8.76  1.318
C  2.91  -4.03  8.28  -0.974
C  2.54  -4.81  7.06  -0.831
C  2.28  -3.91  5.93  -0.991
C  1.17  -2.86  6.31  1.930
N  1.62  -2.08  7.52  0.482
O  0.83  -0.98  7.77  -0.486
C  1.12  -1.84  5.15  -1.752
C  -0.27  -3.54  6.34  -1.823
C  2.90  -1.78  9.55  -2.008
H  1.10  -3.99  10.34  0.437
H  0.08  -3.81  8.86  0.291
H  0.15  -2.47  9.77  0.341
H  3.99  -3.89  8.19  0.343
H  2.68  -4.76  9.05  0.347
H  1.58  -5.25  7.32  0.331
H  3.30  -5.55  6.81  0.439
H  1.86  -4.56  5.16  0.312
H  3.12  -3.45  5.41  0.218
H  0.90  -2.34  4.21  0.553
H  0.37  -1.04  5.18  -0.593
H  2.05  -1.27  5.12  0.671
H  -0.41  -4.36  7.04  0.404
H  -0.97  -2.82  6.77  0.456
H  -0.58  -3.91  5.37  0.398
H  3.84  -1.35  9.21  0.384
H  3.22  -2.16  10.52  0.439
H  2.32  -0.90  9.85  0.394
H  1.41  -0.30  7.42  0.389
C  7.24  8.03  1.02  -1.973
C  6.38  7.90  -0.18  1.615
C  5.99  6.40  -0.31  -1.291
C  4.84  5.83  0.56  -0.690
C  3.65  6.73  0.36  -0.826
C  3.97  8.22  0.53  1.979
N  5.18  8.65  -0.17  0.739
O  5.33  9.99  -0.18  -0.529
C  2.80  8.95  -0.06  -2.143
C  4.21  8.45  2.07  -1.878
C  7.18  8.28  -1.49  -1.714
H  7.30  9.08  1.31  0.407
H  8.29  7.87  0.81  0.430
H  6.83  7.53  1.91  0.325
H  5.63  6.32  -1.34  0.316
H  6.80  5.70  -0.14  0.434
H  5.10  5.89  1.62  0.326
H  4.63  4.82  0.21  0.385
H  2.93  6.49  1.15  -0.298
H  3.35  6.44  -0.65  0.564
H  2.77  8.79  -1.14  0.302
H  1.85  8.78  0.44  0.351
H  2.92  10.03  0.07  0.609
H  4.48  7.62  2.71  0.319
H  4.97  9.16  2.40  0.294
H  3.26  8.81  2.46  0.421
H  7.43  9.33  -1.66  0.355
H  6.51  8.08  -2.33  0.376
H  8.04  7.62  -1.53  0.395
H  4.91  10.29  -0.99  0.341
C  -8.89  -1.35  -2.35  -1.520
C  -8.74  -2.16  -1.07  1.168
C  -8.87  -3.67  -1.42  -1.053
C  -7.58  -4.09  -2.09  -1.065
C  -6.37  -4.05  -1.14  -0.603
C  -6.18  -2.67  -0.57  2.537
N  -7.41  -1.90  -0.40  0.056
O  -7.26  -0.63  0.17  -0.206
C  -5.46  -2.82  0.80  -2.178
C  -5.30  -1.88  -1.60  -0.287
C  -9.88  -1.76  0.00  -1.701
H  -7.95  -1.43  -2.91  0.319
H  -8.92  -0.29  -2.10  0.221
H  -9.72  -1.74  -2.93  0.427
H  -9.03  -4.29  -0.54  0.344
H  -9.69  -3.76  -2.13  0.539
H  -7.30  -3.49  -2.96  0.341
H  -7.65  -5.15  -2.37  0.504
H  -5.56  -4.43  -1.76  -0.305
H  -6.59  -4.75  -0.33  0.674
H  -4.70  -3.60  0.76  0.199
H  -4.92  -1.90  1.01  0.284
H  -6.18  -3.06  1.58  0.468
H  -5.47  -0.82  -1.42  -0.488
H  -4.23  -2.04  -1.43  -0.102
H  -5.52  -2.09  -2.64  0.099
H  -10.76  -2.25  -0.41  0.440
H  -10.02  -0.72  0.27  0.213
H  -9.62  -2.33  0.89  0.434
H  -6.88  -0.20  -0.60  0.146